Computed, not measured: a single C3H5NO3 molecule in a non-equilibrium geometry, with ωB97M-V with the def2-TZVPD basis set.

XYZ file:
```
12
Properties=species:S:1:pos:R:3
O -2.67 0.11 -1.40
C -1.63 0.66 -1.08
C -0.80 0.29 0.08
N 0.68 0.42 -0.01
C 1.52 -0.65 0.39
O 2.57 -0.88 -0.16
O 1.07 -1.15 1.58
H -1.26 1.57 -1.69
H -1.04 1.08 0.76
H -1.05 -0.70 0.41
H 1.06 1.23 -0.59
H 1.55 -1.97 1.72
```

Properties
Maximum force, hartree/bohr: 0.0535
ΔE to the lowest compared entry with this formula, charge and spin, eV: 1.600
Net charge: 0
SMILES: O=CCNC(=O)O
Total energy, Ha: -397.7779